Entry 1:
Here is 2 unconnected molecules or ions with the total composition C4H10N2O3 from OMol25. Energies are from wB97M-V/def2-TZVPD.

The calculation puts the strongest force on any atom at 1.63 eV Å⁻¹. As for the SMILES: C[C@@H](C=O)NC(N)=O.O. For the energy relative to the best compared isomer or geometry (same formula, charge and spin), the calculation gives 0.837 eV. Its HOMO energy is -9.6 eV. The value obtained for the energy is -13433.019 eV.

```
19
Properties=species:S:1:pos:R:3:forces:R:3:mulliken_charge:R:1
O -1.30857 -0.22107 2.97644 0.4 0.1 0.1 -0.47
C -0.78727 0.02719 1.91414 -1.4 -0.7 0.3 -0.17
C -0.40057 -1.15448 1.02528 0.1 -0.2 -1.3 0.32
C 1.08274 -1.46579 1.07712 0.6 -0.9 1.2 -1.41
N -0.78144 -1.04655 -0.42032 -0.2 0.7 0.7 -0.22
C -0.38187 0.04465 -1.16740 -0.5 -0.9 1.1 0.59
N -0.39350 -0.02473 -2.51246 0.1 0.6 -1.2 -0.39
O -0.01741 1.06622 -0.59505 0.1 0.0 0.1 -0.70
H -0.75462 1.04734 1.56436 0.5 0.4 -0.3 0.42
H -1.00649 -1.95528 1.46440 0.3 -0.1 -0.3 0.28
H 1.35166 -1.90286 2.03896 -0.1 0.6 0.6 0.42
H 1.40806 -2.33078 0.48647 -0.4 0.6 -0.8 0.35
H 1.68132 -0.57389 0.91320 0.1 -0.1 -0.3 0.31
H -1.14746 -1.89476 -0.81290 0.1 0.1 -0.4 0.21
H -0.75873 -0.70296 -3.16334 0.0 -0.3 0.7 0.17
H -0.13721 0.85844 -2.93125 0.0 -0.1 0.0 0.26
H 2.81605 1.80483 -1.48084 -0.4 0.5 -0.2 0.30
H 1.43447 2.12262 -0.95660 -0.4 -0.1 -0.1 0.38
O 2.07139 2.41910 -1.61781 1.0 -0.3 0.0 -0.64
```
Positions in Å, forces in eV/Å.

***

Entry 2:
Here is a gas-phase ion, C4H10N2O3P (charge -1) from OMol25. Energies are from wB97M-V/def2-TZVPD.

The calculation puts the strongest force on any atom at 4.51 eV Å⁻¹. As for the SMILES: N[C@@]1([P@@](=O)([O-])O)CCNC1. For the energy relative to the best compared isomer or geometry (same formula, charge and spin), the calculation gives 1.098 eV. Its HOMO energy is -5.0 eV. As for the net charge: -1. The value obtained for the energy is -22724.001 eV.

```
20
Properties=species:S:1:pos:R:3:forces:R:3:mulliken_charge:R:1
C -1.42372 0.22116 -0.46508 2.0 1.4 1.6 -1.08
C -1.41970 -1.03973 -1.22612 2.8 -0.8 -2.1 -0.44
C 0.80428 -0.90669 -0.54640 -1.2 2.3 1.1 -1.05
C 0.03916 0.35692 0.14062 1.5 1.5 -1.7 0.95
N 0.59004 1.97506 -0.50601 -0.4 -3.2 1.5 -0.86
N 0.00717 -1.03131 -1.74722 0.8 -0.8 -1.7 -0.65
O 1.77698 0.10134 2.09360 -0.7 4.3 1.2 -0.53
O -0.15252 1.69735 2.50247 0.5 -0.1 -0.3 -0.78
O -0.57155 -0.85403 2.54935 0.8 0.6 -1.1 -0.75
P 0.17553 0.33755 1.97563 -1.6 -0.1 0.9 0.81
H -1.41282 1.15126 -1.10646 -1.2 -1.1 0.9 0.39
H -1.93679 0.12316 0.46917 -1.6 0.8 0.1 0.42
H -1.40360 -2.01052 -0.68435 -0.8 0.9 0.1 0.29
H -2.02755 -1.08947 -2.13102 -0.5 0.0 0.4 0.31
H 1.91835 -0.77325 -0.67319 -1.3 -0.2 0.0 0.31
H 0.50055 -1.71687 0.14713 0.8 0.0 -0.4 0.44
H 0.62534 2.49966 0.38851 0.1 -0.4 -0.5 0.33
H 1.56962 1.81778 -0.79253 -0.4 0.1 0.4 0.26
H 2.12941 -0.69692 1.90183 1.2 -4.1 -0.9 0.28
H 0.21181 -0.16246 -2.28993 -0.7 -0.9 0.5 0.33
```
Positions in Å, forces in eV/Å.

***

> Among the records above, which one has the lowest strongest force on any atom?

C4H10N2O3

***

Repeat the second record exactly.
Here is a gas-phase ion, C4H10N2O3P (charge -1) from OMol25. Energies are from wB97M-V/def2-TZVPD.

The calculation puts the strongest force on any atom at 4.51 eV Å⁻¹. As for the SMILES: N[C@@]1([P@@](=O)([O-])O)CCNC1. For the energy relative to the best compared isomer or geometry (same formula, charge and spin), the calculation gives 1.098 eV. Its HOMO energy is -5.0 eV. As for the net charge: -1. The value obtained for the energy is -22724.001 eV.

```
20
Properties=species:S:1:pos:R:3:forces:R:3:mulliken_charge:R:1
C -1.42372 0.22116 -0.46508 2.0 1.4 1.6 -1.08
C -1.41970 -1.03973 -1.22612 2.8 -0.8 -2.1 -0.44
C 0.80428 -0.90669 -0.54640 -1.2 2.3 1.1 -1.05
C 0.03916 0.35692 0.14062 1.5 1.5 -1.7 0.95
N 0.59004 1.97506 -0.50601 -0.4 -3.2 1.5 -0.86
N 0.00717 -1.03131 -1.74722 0.8 -0.8 -1.7 -0.65
O 1.77698 0.10134 2.09360 -0.7 4.3 1.2 -0.53
O -0.15252 1.69735 2.50247 0.5 -0.1 -0.3 -0.78
O -0.57155 -0.85403 2.54935 0.8 0.6 -1.1 -0.75
P 0.17553 0.33755 1.97563 -1.6 -0.1 0.9 0.81
H -1.41282 1.15126 -1.10646 -1.2 -1.1 0.9 0.39
H -1.93679 0.12316 0.46917 -1.6 0.8 0.1 0.42
H -1.40360 -2.01052 -0.68435 -0.8 0.9 0.1 0.29
H -2.02755 -1.08947 -2.13102 -0.5 0.0 0.4 0.31
H 1.91835 -0.77325 -0.67319 -1.3 -0.2 0.0 0.31
H 0.50055 -1.71687 0.14713 0.8 0.0 -0.4 0.44
H 0.62534 2.49966 0.38851 0.1 -0.4 -0.5 0.33
H 1.56962 1.81778 -0.79253 -0.4 0.1 0.4 0.26
H 2.12941 -0.69692 1.90183 1.2 -4.1 -0.9 0.28
H 0.21181 -0.16246 -2.28993 -0.7 -0.9 0.5 0.33
```
Positions in Å, forces in eV/Å.

***

> What is the formula in the second record?

C4H10N2O3P

***

> Which value of energy relative to the best compared isomer or geometry (same formula, charge and spin) does entry 2 give?

1.098 eV